(1)
53
Properties=species:S:1:pos:R:3:forces:R:3 method="wB97M-V/def2-TZVPD" energy_ha=-2770.14703 gap_ev="6.3 / 7.1" total_charge=+2 multiplicity=2 e_homo_ev="-13.93 / -14.12" max_force_ev_per_a=0.4
V 0.291981 -0.013767 -0.930120 0.3 0.3 0.1
C -0.010663 0.881117 -5.885430 -0.1 -0.3 0.2
N -0.477402 -0.274635 -5.096453 0.1 0.1 -0.3
C -0.770364 -1.519752 -5.628088 0.1 0.2 0.0
C -1.182359 -2.300377 -4.619057 0.0 0.0 0.1
N -1.148333 -1.521106 -3.457316 -0.1 -0.2 -0.1
C -0.704692 -0.269178 -3.783834 0.0 0.1 0.2
S -0.457176 1.117351 -2.778611 -0.1 -0.1 -0.1
C -1.692910 -1.957664 -2.219147 0.1 0.2 -0.1
C -2.672190 -2.933475 -2.193536 0.0 0.0 0.0
C -3.147467 -3.354796 -0.963908 0.0 -0.1 0.0
C -2.672827 -2.763530 0.199039 -0.1 0.1 0.0
C -1.741690 -1.760728 0.083513 0.2 -0.1 -0.1
N -1.221644 -1.390222 -1.107831 -0.1 -0.2 0.2
H 0.368131 0.500241 -6.828152 0.0 0.1 0.0
H 0.782227 1.383282 -5.339231 0.0 0.0 0.0
H -0.841046 1.561258 -6.055676 0.0 0.0 0.0
H -0.639822 -1.728897 -6.675815 0.0 0.0 0.0
H -1.465437 -3.336783 -4.602971 0.0 0.0 0.0
H -3.073536 -3.339802 -3.109397 0.0 0.0 0.0
H -3.904563 -4.126656 -0.920092 0.0 0.0 0.0
H -3.039530 -3.050096 1.173792 0.0 0.0 0.0
H -1.362355 -1.236566 0.953030 0.0 0.0 0.0
C 2.219112 -0.188664 -1.491749 -0.1 -0.3 0.2
C 2.147269 -1.217158 -0.445939 0.0 0.1 -0.2
C 1.706072 -2.514988 -0.782540 0.0 -0.1 -0.1
C 1.477153 -3.464505 0.196265 0.0 0.1 0.0
C 1.665183 -3.128124 1.533078 0.0 0.0 0.0
C 2.077335 -1.848179 1.893298 0.0 0.0 0.0
C 2.311032 -0.894149 0.917406 -0.1 0.1 0.0
H 2.374412 -0.537003 -2.508312 0.0 0.0 0.0
H 2.731892 0.740206 -1.252367 0.0 0.0 0.0
H 1.602098 -2.779571 -1.830265 0.0 0.0 0.0
H 1.175592 -4.465881 -0.080314 0.0 0.0 0.0
H 1.499737 -3.873608 2.300475 0.0 0.0 0.0
H 2.233195 -1.599155 2.934260 0.0 0.0 0.0
H 2.641351 0.099273 1.191654 0.0 0.0 0.0
F 0.731072 6.121724 6.136678 0.0 0.1 0.0
C 0.283917 4.878972 6.330472 -0.1 0.0 -0.1
F 1.105596 4.277790 7.197712 0.1 -0.1 0.1
F -0.922233 4.956279 6.903401 -0.1 0.0 0.0
C 0.217605 4.101223 5.035488 0.0 0.0 0.0
C 0.936887 4.528168 3.930946 0.0 0.0 -0.1
C 0.893564 3.791895 2.759151 0.0 0.1 0.1
C 0.123491 2.629276 2.705066 0.1 -0.2 -0.3
C -0.597210 2.202091 3.823933 -0.1 0.0 0.1
C -0.547646 2.942452 4.988464 0.0 -0.1 0.0
C 0.068228 1.887471 1.484002 -0.2 0.3 0.2
C -0.023166 1.295017 0.416035 0.1 -0.2 0.1
H 1.522245 5.435393 3.980128 0.0 0.0 0.0
H 1.444128 4.122723 1.889253 0.0 0.0 0.0
H -1.203258 1.307862 3.772839 0.0 0.0 0.0
H -1.110987 2.627953 5.856773 0.0 0.0 0.0


(2)
48
Properties=species:S:1:pos:R:3:forces:R:3 method="wB97M-V/def2-TZVPD" energy_ha=-1887.30285 gap_ev=5.6 total_charge=0 multiplicity=1 e_above_lowest_kcal_mol=0.0 e_homo_ev=-5.88 max_force_ev_per_a=0.4
K 0.770669 -1.349286 -1.451939 0.1 -0.4 0.1
Te 1.036728 -1.371725 1.950306 0.1 0.2 0.1
C 0.348084 -1.201582 3.925460 -0.1 -0.1 0.1
C 1.259390 -1.210082 4.976044 0.1 0.0 -0.1
C 0.810846 -1.102104 6.283253 0.0 0.0 0.0
C -0.545601 -0.978032 6.544359 0.0 0.0 0.0
C -1.455215 -0.960354 5.498360 0.0 0.0 0.0
C -1.011124 -1.072519 4.189133 0.0 0.0 -0.1
C 1.165449 -3.473555 1.824415 0.0 -0.1 0.0
C 0.014559 -4.241733 1.666370 0.0 0.1 0.0
C 0.104553 -5.621554 1.567373 0.0 0.0 0.0
C 1.345045 -6.241659 1.612504 0.0 0.0 0.0
C 2.494552 -5.481777 1.762946 0.0 0.0 0.0
C 2.406126 -4.101190 1.872859 0.1 0.1 0.0
H 2.318781 -1.298290 4.772996 0.0 0.0 0.0
H 1.523384 -1.110198 7.097337 0.0 0.0 0.0
H -0.893541 -0.890624 7.565003 0.0 0.0 0.0
H -2.513254 -0.857158 5.699140 0.0 0.0 0.0
H -1.721863 -1.051940 3.373376 0.0 0.0 0.0
H -0.954726 -3.760092 1.627252 0.0 0.0 0.0
H -0.794714 -6.212040 1.451143 0.0 0.0 0.0
H 1.414915 -7.318105 1.531169 0.0 0.0 0.0
H 3.463191 -5.962503 1.801133 0.0 0.0 0.0
H 3.304125 -3.510336 2.001919 0.0 0.0 0.0
N 0.541613 0.553651 -2.859590 0.1 0.1 -0.3
C 0.020661 1.659269 -3.101276 -0.3 0.2 0.2
C -0.971694 2.278020 -2.119131 0.0 0.0 -0.1
C -1.950814 1.478937 -1.534935 0.0 0.0 0.0
C -2.797572 1.978859 -0.559040 0.0 0.0 0.0
C -2.668905 3.295335 -0.134324 0.0 0.0 0.0
C -1.700310 4.104597 -0.709213 0.0 0.0 0.0
C -0.870786 3.603102 -1.703100 0.0 0.0 0.0
C 0.311621 2.498911 -4.324091 0.1 0.0 -0.1
C -0.636538 3.338822 -4.900463 0.0 0.0 0.0
C -0.348993 4.040154 -6.063180 0.0 0.0 -0.1
C 0.898830 3.923198 -6.656928 0.0 0.0 0.0
C 1.853733 3.090427 -6.087063 0.0 0.0 0.0
C 1.556865 2.380287 -4.936357 0.0 0.0 0.0
H -2.039316 0.451579 -1.871914 0.0 0.0 0.0
H -3.565586 1.344772 -0.131383 0.0 0.0 0.0
H -3.324526 3.687651 0.632801 0.0 0.0 0.0
H -1.590911 5.132464 -0.385400 0.0 0.0 0.0
H -0.124801 4.244296 -2.158191 0.0 0.0 0.0
H -1.611699 3.440860 -4.440271 0.0 0.0 0.0
H -1.102615 4.679900 -6.505777 0.0 0.0 0.0
H 1.127847 4.475601 -7.559640 0.0 0.0 0.0
H 2.830734 2.994526 -6.545226 0.0 0.0 0.0
H 2.272782 1.703199 -4.488226 0.0 0.0 0.0


(3)
51
Properties=species:S:1:pos:R:3:forces:R:3 method="wB97M-V/def2-TZVPD" energy_ha=-1374.93025 gap_ev=7.8 total_charge=0 multiplicity=1 e_above_lowest_kcal_mol=186.8 e_homo_ev=-8.20 smiles="N#Cc1ccc([C@@H](C(c2ccc3c(c2)CCO3)c2ccc3c(c2)CCO3)[N+](=O)[O-])cc1" max_force_ev_per_a=4.1
N -4.143562 0.181610 4.745750 2.5 -0.5 -1.7
C -3.151848 -0.005900 4.142804 -2.5 0.3 1.7
C -1.903080 -0.215072 3.470310 1.1 0.9 -1.2
C -1.204067 0.908567 2.933472 0.1 0.0 0.2
C 0.057778 0.764092 2.345196 0.3 0.0 -0.4
C 0.684906 -0.506192 2.222200 -0.6 0.5 0.4
C 2.175925 -0.680331 1.821601 -0.1 -2.3 2.0
C 2.724710 -0.381099 0.392351 -0.5 2.3 1.6
C 1.949567 -1.161923 -0.645329 -0.5 -0.9 -1.3
C 2.408571 -1.323864 -2.003901 0.2 0.8 1.3
C 1.633300 -1.924449 -2.968055 -1.0 -0.5 0.0
C 0.369224 -2.391024 -2.591646 -0.4 0.3 0.2
C -0.096170 -2.370963 -1.274444 1.4 0.4 -1.1
C 0.717825 -1.771065 -0.329432 0.2 0.0 0.1
C -1.484778 -2.920090 -1.248350 -0.2 -0.1 0.5
C -1.747318 -3.234649 -2.711347 0.2 -0.2 -1.1
O -0.575646 -2.812259 -3.473481 0.1 -0.2 0.1
C 4.282518 -0.534060 0.239315 0.5 -1.1 -0.4
C 5.011679 -1.530921 -0.552635 -1.2 0.5 0.0
C 6.371795 -1.433980 -0.839961 0.7 1.2 0.2
C 7.061414 -0.317920 -0.320289 -0.3 0.1 0.9
C 6.446123 0.528060 0.617588 -0.1 -0.9 -0.9
C 5.089055 0.362868 0.916044 0.5 1.0 -0.5
C 7.435785 1.589749 1.007346 -0.2 0.3 0.5
C 8.698296 1.215312 0.236389 0.1 -0.8 -0.7
O 8.367391 0.018563 -0.586956 -0.6 0.4 0.5
N 2.912755 -0.187446 3.152589 1.1 0.3 2.8
O 4.045232 -0.686464 3.363779 -2.7 1.3 -0.8
O 2.281865 0.452431 4.059451 1.9 -1.6 -3.2
C -0.063465 -1.614634 2.657465 -0.8 0.5 1.3
C -1.337427 -1.474957 3.283873 0.6 -0.4 0.0
H -1.621262 1.931677 3.028454 0.2 -0.9 0.0
H 0.578034 1.683928 1.982408 -0.5 -0.9 0.4
H 2.522477 -1.698463 1.970679 -0.8 -0.6 0.2
H 2.273679 0.710027 0.569289 1.8 -1.1 -2.3
H 3.391153 -0.957881 -2.313397 -0.5 0.1 0.3
H 1.935458 -2.028045 -4.006578 0.1 0.1 0.2
H 0.356237 -1.756824 0.684537 0.1 -0.1 -0.8
H -2.194619 -2.180731 -0.876963 0.0 -0.1 0.2
H -1.562733 -3.835440 -0.658887 -0.1 0.2 0.2
H -1.866799 -4.304107 -2.921318 -0.1 0.2 0.2
H -2.601971 -2.703600 -3.133604 0.1 0.0 0.1
H 4.515929 -2.371306 -1.058820 -0.1 0.5 0.5
H 6.934775 -2.090684 -1.522479 -0.7 0.1 0.5
H 4.620930 1.042763 1.611687 0.1 0.3 0.0
H 7.083616 2.586436 0.710028 0.0 -0.2 0.2
H 7.632463 1.578217 2.083984 -0.1 0.2 -0.1
H 9.528908 0.925496 0.888362 -0.2 0.0 -0.2
H 9.037628 2.002605 -0.449813 -0.1 -0.3 0.2
H 0.336125 -2.624183 2.616016 0.1 0.2 -0.1
H -1.869211 -2.352037 3.707196 0.6 0.6 -0.5


(4)
48
Properties=species:S:1:pos:R:3:forces:R:3 method="wB97M-V/def2-TZVPD" energy_ha=-1169.65418 gap_ev=6.3 total_charge=+1 multiplicity=1 e_homo_ev=-10.77 max_force_ev_per_a=1.5
C -5.489445 3.135255 1.683712 0.6 0.0 0.0
C -5.108762 1.786950 1.666514 0.2 0.0 0.0
C -3.759972 1.434907 1.615003 0.4 0.4 -0.1
C -2.752323 2.432763 1.557627 -1.4 0.3 0.3
C -1.356236 2.096792 1.417578 1.0 0.6 -0.4
O -0.539940 3.185997 1.461978 0.2 -1.3 0.0
C 0.831970 3.037799 1.401658 -0.5 -0.1 0.3
C 1.407096 1.756185 1.286369 0.4 1.0 -0.1
C 2.822292 1.663755 1.373959 -0.2 0.1 0.0
C 3.582596 2.804424 1.563093 0.1 -0.5 -0.1
C 2.972243 4.067064 1.653560 -0.5 0.0 0.0
C 1.589580 4.192149 1.581807 0.3 0.0 0.0
C 0.539639 0.657687 1.143247 -0.1 -0.7 1.0
C -0.831557 0.827009 1.207576 -0.2 0.4 -0.1
C -3.151747 3.786255 1.644074 -0.1 -0.2 -0.1
C -4.499215 4.129964 1.684684 -0.1 -0.2 0.0
H -6.543643 3.412095 1.700994 0.3 -0.1 0.0
H -5.869863 1.004021 1.688945 0.3 0.3 0.0
H -3.451236 0.389539 1.627930 -0.3 0.2 -0.1
H 3.269341 0.670669 1.292807 0.0 0.4 0.0
H 4.666216 2.722361 1.653224 -0.3 0.0 -0.1
H 3.586096 4.953968 1.802493 -0.2 -0.2 0.0
H 1.091414 5.151457 1.701326 0.1 -0.2 -0.1
H 0.963109 -0.334885 1.162648 -0.1 0.3 0.3
H -1.512677 -0.011079 1.076657 0.3 0.2 0.2
H -2.401293 4.573488 1.675280 -0.2 -0.2 -0.1
H -4.773682 5.185190 1.715332 0.0 -0.3 0.0
C 1.468162 -6.801658 -2.586995 -0.2 0.3 0.4
O 0.952278 -6.142553 -1.407653 0.1 0.4 -0.3
C 0.908485 -4.786488 -1.373820 0.5 0.7 -1.1
C 1.328879 -3.958229 -2.430075 -0.3 -1.1 0.6
C 1.281919 -2.552391 -2.314349 -0.3 0.2 1.0
C 0.832945 -1.968133 -1.074765 0.4 -0.3 -1.1
C 0.399166 -2.829057 -0.028142 0.0 -0.2 0.0
C 0.414425 -4.194161 -0.169650 0.2 0.2 -0.3
N 0.840604 -0.621587 -0.911817 0.1 0.6 -0.8
C 1.229088 0.176899 -1.894657 -0.2 -0.8 0.2
C 1.636729 -0.312367 -3.153758 0.0 -0.3 0.1
C 1.677952 -1.677574 -3.351987 0.0 0.4 0.0
H 1.394863 -7.860806 -2.340795 0.1 0.1 -0.2
H 0.857094 -6.571360 -3.471630 0.1 0.0 0.3
H 2.515537 -6.524659 -2.775559 -0.3 0.0 0.1
H 1.709573 -4.392799 -3.357459 -0.2 0.1 0.3
H 0.049725 -2.381923 0.900780 0.0 -0.1 -0.1
H 0.075444 -4.857192 0.622256 0.1 0.1 -0.1
H 1.222266 1.253190 -1.703824 0.0 -0.3 0.0
H 1.913952 0.402620 -3.922005 0.0 -0.2 0.0
H 2.010914 -2.111563 -4.294175 -0.1 0.2 0.1